[1]
This record from the OMol25 dataset describes a structure of composition C30H19Cl5CsN3OP. The level of theory is the ωB97M-V functional and the def2-TZVPD basis.

Atoms and positions in Å:
Cs1 -1.138 -1.972 0.156
N1 1.280 1.896 0.164
P1 1.772 0.379 -0.485
C1 3.550 0.515 -0.061
C2 4.526 1.060 -0.890
C3 5.849 1.127 -0.474
C4 6.209 0.654 0.780
C5 5.246 0.107 1.616
C6 3.927 0.030 1.194
C7 1.829 0.692 -2.283
C8 1.531 1.911 -2.877
C9 1.554 2.043 -4.259
C10 1.878 0.956 -5.059
C11 2.170 -0.269 -4.475
C12 2.134 -0.400 -3.095
C13 -0.057 2.147 0.422
C14 -0.455 3.189 1.271
C15 -1.801 3.403 1.441
C16 -2.724 2.582 0.793
C17 -2.228 1.564 0.010
N2 -0.923 1.357 -0.198
H1 1.958 2.455 0.658
H2 4.253 1.432 -1.870
H3 6.598 1.551 -1.130
H4 7.241 0.707 1.104
H5 5.519 -0.268 2.594
H6 3.182 -0.411 1.846
H7 1.270 2.758 -2.253
H8 1.311 2.996 -4.713
H9 1.888 1.060 -6.137
H10 2.409 -1.125 -5.092
H11 2.341 -1.366 -2.644
H12 0.280 3.784 1.799
H13 -2.134 4.194 2.102
H14 -3.789 2.705 0.930
H15 -2.883 0.836 -0.457
Cl1 -8.151 -5.612 -1.856
C18 -6.489 -5.176 -1.649
C19 -6.076 -3.852 -1.782
Cl2 -7.244 -2.635 -2.165
C20 -4.747 -3.509 -1.610
Cl3 -4.240 -1.853 -1.793
C21 -3.724 -4.457 -1.289
O1 -2.521 -4.131 -1.121
C22 -4.200 -5.803 -1.170
Cl4 -3.014 -6.998 -0.786
C23 -5.528 -6.143 -1.341
Cl5 -6.023 -7.793 -1.171
N3 1.424 3.703 5.576
C24 0.899 2.821 5.051
C25 0.249 1.739 4.373
C26 0.990 0.855 3.586
C27 0.319 -0.143 2.894
C28 -1.076 -0.352 2.905
C29 -1.754 0.556 3.745
C30 -1.136 1.576 4.456
H16 2.068 0.973 3.523
H17 0.946 -0.800 2.281
H18 -2.837 0.492 3.843
H19 -1.709 2.264 5.070

* E_LUMO: 1.9 eV
* largest force on an atom: 0.004 Eh/bohr
* HOMO: -4.42 eV
* frontier orbital gap: 0.2315 Ha
* net charge: -1
* energy relative to the best compared isomer or geometry (same formula, charge and spin): 41.6 kcal per mole

***

[2]
This record from the OMol25 dataset describes a structure of composition C30H19F5IN4O3RuS. The level of theory is the ωB97M-V functional and the def2-TZVPD basis.

Atoms and positions in Å:
Ru1 0.635 0.387 0.212
C1 1.347 -3.037 1.074
N1 1.134 -1.712 1.613
C2 1.507 -1.446 2.804
C3 1.338 -0.108 3.295
C4 1.648 0.442 4.583
C5 1.329 1.758 4.500
C6 0.843 1.982 3.151
N2 0.850 0.859 2.448
C7 0.051 -3.791 0.871
C8 -0.101 -4.613 -0.239
C9 -1.259 -5.357 -0.413
C10 -2.282 -5.281 0.522
C11 -2.139 -4.458 1.631
C12 -0.977 -3.719 1.805
H1 2.013 -3.617 1.725
H2 1.844 -2.914 0.109
H3 1.980 -2.189 3.452
H4 2.044 -0.103 5.424
H5 1.415 2.517 5.262
H6 0.503 2.914 2.716
H7 0.689 -4.660 -0.979
H8 -1.364 -5.989 -1.285
H9 -3.186 -5.860 0.388
H10 -2.935 -4.387 2.361
H11 -0.881 -3.071 2.669
I1 -0.550 -1.643 -2.502
C13 -1.816 -1.482 -0.854
C14 -3.072 -2.060 -0.875
C15 -3.906 -1.843 0.207
C16 -3.465 -1.062 1.262
C17 -2.191 -0.535 1.197
N3 -1.379 -0.745 0.159
H12 -3.388 -2.646 -1.726
H13 -4.900 -2.274 0.217
H14 -4.092 -0.858 2.118
H15 -1.797 0.095 1.986
O1 -2.357 1.278 -1.800
C18 -1.626 2.158 -1.385
N4 -0.833 2.091 -0.262
S1 -0.055 3.496 0.012
O2 1.371 3.280 -0.073
O3 -0.521 4.132 1.222
C19 -0.677 4.350 -1.406
C20 -0.418 5.629 -1.857
C21 -1.081 6.044 -3.004
C22 -1.972 5.196 -3.658
C23 -2.216 3.913 -3.183
C24 -1.551 3.503 -2.044
H16 0.276 6.277 -1.337
H17 -0.905 7.037 -3.396
H18 -2.475 5.543 -4.551
H19 -2.898 3.238 -3.683
F1 3.755 -0.796 0.754
C25 3.663 -0.239 -0.480
C26 2.462 0.277 -0.920
C27 2.492 0.821 -2.194
F2 1.364 1.343 -2.724
C28 3.623 0.861 -2.984
F3 3.598 1.398 -4.209
C29 4.800 0.324 -2.495
F4 5.908 0.340 -3.240
C30 4.821 -0.233 -1.233
F5 5.961 -0.753 -0.756

* E_LUMO (alpha / beta): -0.2 / -3.0 eV
* <S²>: 8.79
* largest force on an atom: 0.009 Eh/bohr
* HOMO (alpha / beta): -7.66 / -8.10 eV
* multiplicity: 6
* frontier orbital gap (alpha / beta): 0.2742 / 0.1891 Ha
* energy relative to the best compared isomer or geometry (same formula, charge and spin): 9.2 kcal per mole

***

[3]
This record from the OMol25 dataset describes a structure of composition C30H19N6O4SSn in a non-equilibrium geometry. The level of theory is the ωB97M-V functional and the def2-TZVPD basis.

Atoms and positions in Å:
Sn1 0.229 0.555 -1.368
N1 4.036 -4.029 7.521
C1 3.615 -3.578 6.549
C2 3.085 -3.015 5.331
C3 2.051 -3.662 4.656
C4 1.542 -3.116 3.489
C5 2.059 -1.932 2.979
C6 3.092 -1.290 3.658
C7 3.603 -1.822 4.830
C8 1.526 -1.352 1.706
C9 2.302 -1.578 0.569
C10 3.501 -2.361 0.503
C11 3.921 -2.315 -0.804
C12 2.973 -1.504 -1.490
N2 2.020 -1.069 -0.689
C13 0.315 -0.662 1.817
C14 -0.380 -0.426 3.042
C15 -1.541 0.237 2.721
C16 -1.530 0.389 1.312
N3 -0.436 -0.130 0.767
H1 1.649 -4.584 5.055
H2 0.736 -3.612 2.960
H3 3.490 -0.367 3.253
H4 4.401 -1.319 5.361
H5 3.965 -2.887 1.325
H6 4.795 -2.785 -1.232
H7 2.974 -1.231 -2.540
H8 -0.045 -0.721 4.026
H9 -2.314 0.587 3.390
H10 -2.289 0.844 0.688
S1 -1.440 -3.053 -4.061
C17 -1.144 -3.631 -2.480
C18 -0.731 -2.636 -1.654
C19 -0.633 -1.347 -2.270
C20 -1.002 -1.426 -3.597
C21 -1.101 -0.348 -4.598
C22 -1.635 -0.541 -5.879
C23 -1.728 0.535 -6.741
C24 -1.302 1.788 -6.322
C25 -0.779 1.891 -5.045
N4 -0.665 0.854 -4.223
H11 -1.288 -4.680 -2.258
H12 -0.487 -2.810 -0.610
H13 -1.984 -1.522 -6.178
H14 -2.139 0.400 -7.736
H15 -1.374 2.655 -6.966
H16 -0.435 2.844 -4.649
O1 -4.647 5.296 -0.202
C26 -3.747 5.559 0.703
O2 -3.877 6.468 1.503
C27 -2.503 4.723 0.745
C28 -1.510 5.023 1.639
N5 -0.534 4.118 1.453
N6 -0.813 3.233 0.499
C29 -2.003 3.568 0.038
C30 -2.610 2.703 -1.061
O3 -3.740 3.056 -1.481
O4 -2.014 1.679 -1.494
H17 -4.370 4.475 -0.771
H18 -1.450 5.816 2.368
H19 0.339 4.040 1.940

* E_LUMO: 1.6 eV
* largest force on an atom: 0.032 Eh/bohr
* HOMO: -5.00 eV
* frontier orbital gap: 0.2417 Ha
* net charge: -1
* energy relative to the best compared isomer or geometry (same formula, charge and spin): 9.3 kcal per mole

***

[4]
This record from the OMol25 dataset describes a structure of composition C30H20AsCl2N3O9SW in a non-equilibrium geometry. The level of theory is the ωB97M-V functional and the def2-TZVPD basis.

Atoms and positions in Å:
W1 0.438 -0.176 -1.691
O1 0.001 -0.337 -3.338
As1 3.000 0.219 -3.617
O2 1.944 -0.522 -4.774
O3 2.215 -0.488 -2.104
C1 2.316 2.119 -3.835
C2 2.869 2.538 -5.045
C3 2.684 3.822 -5.540
C4 1.945 4.742 -4.819
C5 1.385 4.364 -3.610
C6 1.567 3.072 -3.139
S1 0.749 2.663 -1.641
O4 1.612 1.643 -0.991
O5 0.426 3.837 -0.909
O6 -0.423 1.802 -2.031
H1 0.985 -0.494 -4.422
H2 3.469 1.844 -5.626
H3 3.129 4.103 -6.485
H4 1.808 5.748 -5.190
H5 0.809 5.064 -3.020
Cl1 0.078 -4.925 -0.578
C7 -1.276 -3.929 -0.957
C8 -2.568 -4.491 -0.989
C9 -3.656 -3.721 -1.285
Cl2 -5.228 -4.449 -1.318
C10 -3.523 -2.339 -1.567
C11 -4.565 -1.444 -1.894
C12 -4.263 -0.136 -2.141
C13 -2.931 0.309 -2.057
N1 -1.947 -0.502 -1.766
C14 -2.226 -1.805 -1.526
C15 -1.098 -2.598 -1.224
O7 0.094 -1.989 -1.198
H6 -2.684 -5.544 -0.776
H7 -5.583 -1.805 -1.941
H8 -5.035 0.581 -2.385
H9 -2.678 1.347 -2.220
O8 -2.613 1.072 0.598
C16 -1.532 0.712 1.000
N2 -1.163 0.626 2.324
C17 0.131 -0.014 2.521
C18 0.537 -0.141 1.055
O9 1.571 -0.597 0.577
N3 -0.422 0.319 0.239
C19 -0.036 -1.374 3.190
C20 -0.010 -2.562 2.470
C21 -0.256 -3.771 3.110
C22 -0.528 -3.800 4.468
C23 -0.548 -2.615 5.192
C24 -0.299 -1.410 4.557
C25 1.145 0.877 3.228
C26 2.360 0.333 3.631
C27 3.320 1.136 4.224
C28 3.076 2.489 4.417
C29 1.870 3.035 4.007
C30 0.906 2.232 3.409
H10 -1.886 0.594 3.024
H11 0.231 -2.562 1.414
H12 -0.224 -4.690 2.538
H13 -0.717 -4.743 4.965
H14 -0.750 -2.632 6.255
H15 -0.293 -0.488 5.128
H16 2.554 -0.721 3.475
H17 4.264 0.705 4.533
H18 3.826 3.116 4.882
H19 1.675 4.090 4.147
H20 -0.028 2.663 3.076

* E_LUMO: -0.9 eV
* largest force on an atom: 0.025 Eh/bohr
* HOMO: -8.73 eV
* frontier orbital gap: 0.2882 Ha
* energy relative to the best compared isomer or geometry (same formula, charge and spin): 0.0 kcal per mole